{"formula": "C3H3FN2", "method": "the ωB97M-V functional and the def2-TZVPD basis", "symbols": ["C", "C", "C", "N", "N", "F", "H", "H", "H"], "xyz": [[0.87363, 0.67180, 0.58373], [-0.24795, -0.89421, -0.61447], [-1.30433, 0.93466, 0.09344], [-1.27633, -0.10011, -0.60542], [0.85103, -0.51584, 0.10282], [-2.02934, 2.03215, 0.12009], [1.78371, 0.78861, 1.18868], [-0.28252, -1.82779, -0.93497], [1.63209, -1.08928, 0.06610]], "forces_ev_per_a": [[-1.22, 2.01, 0.58], [0.56, 1.67, 0.75], [3.02, -0.25, 2.35], [-1.37, 0.92, -0.59], [-2.35, 0.93, -1.49], [0.79, -0.69, -0.70], [-0.67, 0.71, 0.33], [-0.34, -3.92, -1.46], [1.59, -1.37, 0.23]], "mulliken_charge": [-0.482, -0.177, 0.239, -0.335, 0.004, -0.159, 0.242, 0.475, 0.192], "homo_lumo_gap_ev": 7.9, "largest_force_ev_per_a": 4.2, "de_lowest_kcal_mol": 119.7}